(1)
Molecular formula: C41H62BrF5InN6O3Si2Te
Method: DFT, ωB97M-V/def2-TZVPD

```
122
Properties=species:S:1:pos:R:3:forces:R:3:lowdin_charge:R:1
In -0.1943 -0.0823 -1.4447 -0.1 0.2 -0.4 0.5228
C 3.6240 1.8778 -0.1887 0.0 0.0 0.1 -0.1349
Si 2.5662 0.4002 0.2678 0.3 -0.1 -0.5 0.4545
C 3.5224 -0.8358 1.2945 0.1 0.0 0.0 -0.1404
C 1.2193 1.0912 1.4186 -0.3 0.0 0.2 -0.1936
N 1.8439 -0.3321 -1.1527 -0.1 0.2 0.5 -0.1226
C 2.6227 -0.9686 -2.1096 0.1 -0.1 -0.1 -0.3210
C 4.0258 -0.9955 -2.0618 0.0 0.0 0.1 -0.0542
C 4.7941 -1.6899 -2.9810 0.0 0.0 0.0 -0.0774
C 4.1912 -2.4000 -4.0043 0.0 0.0 0.0 -0.0790
C 2.8088 -2.3829 -4.1024 0.0 0.0 0.0 -0.0103
C 2.0523 -1.6648 -3.1940 -0.1 -0.1 0.1 -0.2238
O 0.6628 -1.6712 -3.2496 0.1 0.3 0.0 -0.0831
C 0.0500 -1.9520 -4.4706 0.0 -0.1 0.0 -0.2870
C 0.3758 -1.2454 -5.6167 -0.1 0.0 0.0 -0.0207
C -0.3025 -1.5321 -6.7908 0.0 0.0 0.0 -0.0567
C -1.2988 -2.4997 -6.8126 0.0 0.0 0.0 -0.0773
C -1.6134 -3.1908 -5.6524 0.0 0.0 0.0 -0.0631
C -0.9311 -2.9253 -4.4719 0.0 0.0 0.0 -0.0053
H 4.0815 2.3050 0.7061 0.0 0.0 -0.1 0.0216
H 2.9924 2.6444 -0.6441 0.0 0.0 0.0 0.0356
H 4.4307 1.6596 -0.8859 0.0 -0.1 0.0 0.0338
H 4.0774 -0.3206 2.0818 0.2 -0.3 -0.3 0.0249
H 4.2367 -1.4281 0.7260 0.0 0.0 -0.1 0.0357
H 2.8189 -1.5184 1.7709 0.0 -0.1 0.1 0.0380
H 1.1696 2.1846 1.2753 0.1 0.0 -0.6 0.0104
H 1.5083 0.8227 2.4345 0.1 -0.4 -0.6 0.0031
H 0.2302 0.6797 1.2644 0.0 0.0 -0.1 -0.0068
H 4.5365 -0.4650 -1.2722 0.0 0.0 0.0 0.0763
H 5.8706 -1.6742 -2.8864 0.0 0.0 0.0 0.1091
H 4.7787 -2.9518 -4.7239 0.0 0.0 0.0 0.1073
H 2.3117 -2.9276 -4.8921 0.0 0.0 0.0 0.1253
H 1.1384 -0.4807 -5.5855 0.0 0.0 0.0 0.1225
H -0.0529 -0.9902 -7.6927 0.0 0.0 0.0 0.1116
H -1.8243 -2.7147 -7.7320 0.0 0.0 0.0 0.1067
H -2.3866 -3.9475 -5.6626 0.0 0.0 0.0 0.1102
H -1.1613 -3.4475 -3.5525 0.0 0.0 0.0 0.1129
O 1.0346 1.2612 -3.6471 -0.4 0.1 -0.2 -0.0911
H 1.9622 1.0372 -3.5500 0.3 0.0 0.1 0.0511
H 0.9667 2.2115 -3.4782 0.0 -0.1 0.1 0.0333
C 0.6667 -6.1130 -0.7610 0.0 0.0 0.0 0.0012
N 1.1096 -4.7252 -0.8834 0.1 0.1 0.0 -0.1432
C 2.5401 -4.4164 -0.8016 0.0 0.0 0.0 0.0140
C 0.2497 -3.7607 -0.9110 0.2 -0.4 0.0 -0.2289
N -0.5229 -2.8946 -0.9393 -0.1 0.3 -0.2 0.1122
H 0.9851 -6.6804 -1.6349 0.0 0.0 0.0 0.0977
H -0.4163 -6.1370 -0.6770 0.0 0.0 0.0 0.1025
H 1.1034 -6.5466 0.1383 0.0 0.0 0.0 0.0996
H 3.0625 -4.9019 -1.6254 0.0 0.0 0.0 0.1018
H 2.9314 -4.7742 0.1508 0.0 0.0 0.0 0.1026
H 2.6771 -3.3404 -0.8704 0.0 0.0 0.0 0.0816
F -2.6493 -2.9981 0.2537 0.1 0.0 -0.2 -0.3800
Te -1.3615 -2.0122 1.2351 -0.3 0.7 0.3 1.8390
F -1.0079 -3.6712 1.9695 -0.1 -0.1 0.0 -0.3237
F 0.5597 -1.9363 1.0834 0.0 -0.1 -0.1 -0.3960
F -2.9621 -1.6701 2.1553 0.0 -0.1 0.0 -0.3411
F -0.7829 -1.2632 2.8799 0.3 -1.5 -0.3 -0.3962
O -1.4583 -0.4640 0.2492 0.2 -1.0 -0.2 -0.6173
C 2.9948 4.2656 2.6811 -0.1 0.1 0.0 -0.0698
C 1.4638 4.2526 2.6250 -0.1 0.2 0.3 -0.5842
C 1.0343 4.7327 1.2295 0.0 0.0 0.2 -0.0874
C 0.9250 5.2628 3.6726 0.1 0.1 -0.2 -0.0687
Si 0.6764 2.6189 3.1493 0.1 -0.4 -0.3 0.9657
Br -0.5940 2.4303 -1.0903 -0.1 0.1 -0.2 0.3379
C 1.6350 1.5104 4.3607 0.0 0.8 1.0 -0.5816
C 0.9260 0.1813 4.6614 0.2 0.1 0.0 -0.0628
C 3.0974 1.1953 3.9933 -0.2 0.1 0.1 -0.0670
C 1.6790 2.3570 5.6621 0.1 -0.3 0.1 -0.0747
C -1.2086 2.5294 3.1223 -0.1 -0.1 0.4 -0.5500
C -1.9030 3.6116 2.2866 0.1 0.0 0.1 -0.0850
C -1.7278 1.1666 2.6279 -0.3 0.8 0.6 -0.1051
C -1.6482 2.7317 4.5961 -0.1 0.0 -0.2 -0.0715
H 3.3366 5.2570 2.3752 0.0 0.0 0.0 0.0975
H 3.4390 3.5405 2.0008 0.0 0.1 0.1 0.0533
H 3.3799 4.0908 3.6819 0.0 0.0 0.1 0.0709
H 1.5403 5.6801 1.0327 0.0 0.0 0.0 0.0977
H -0.0349 4.9070 1.1517 0.0 0.0 0.0 0.0628
H 1.3167 4.0407 0.4401 0.1 0.0 -0.1 0.0268
H 1.3340 6.2456 3.4270 0.0 0.1 0.0 0.0998
H 1.2348 5.0299 4.6898 0.0 0.0 0.1 0.0744
H -0.1598 5.3512 3.6549 0.0 0.0 0.0 0.0639
H 0.8752 -0.4757 3.7940 0.1 0.0 0.1 0.0669
H -0.0834 0.3078 5.0431 -0.1 0.0 0.0 0.0777
H 1.5007 -0.3349 5.4336 0.0 0.0 0.0 0.1003
H 3.2098 0.6871 3.0418 -0.1 0.2 0.3 0.0185
H 3.4907 0.5276 4.7628 0.0 0.0 0.0 0.1058
H 3.7299 2.0738 3.9795 0.1 0.2 0.0 0.0740
H 0.6947 2.6161 6.0454 -0.1 0.0 0.0 0.0729
H 2.2554 3.2721 5.5425 0.1 0.1 0.0 0.0677
H 2.1774 1.7598 6.4289 0.0 0.0 0.1 0.0973
H -1.6275 3.5466 1.2408 -0.1 0.0 -0.2 0.0109
H -1.7163 4.6258 2.6372 0.0 0.0 0.0 0.0702
H -2.9773 3.4370 2.3696 -0.1 0.0 0.0 0.0962
H -1.5295 1.0225 1.5733 -0.2 0.3 0.1 0.0220
H -2.8172 1.1668 2.7473 0.0 0.0 0.0 0.0883
H -1.3412 0.3137 3.1741 -0.2 0.9 0.1 0.0450
H -1.3667 3.7109 4.9871 0.0 0.1 0.0 0.0804
H -1.2742 1.9677 5.2726 0.0 -0.1 0.0 0.0633
H -2.7381 2.6744 4.6170 -0.1 0.0 0.0 0.0991
C -3.1580 0.1664 -4.7084 0.2 0.0 0.1 -0.0105
C -2.0502 0.3249 -3.9002 -0.3 0.1 -0.3 -0.1050
N -1.9240 -0.3589 -2.7548 0.3 0.2 0.1 0.0084
C -2.8926 -1.1692 -2.3651 0.3 -0.5 0.5 -0.1016
C -4.0447 -1.3621 -3.0911 -0.1 0.1 -0.8 -0.1940
C -4.1667 -0.6990 -4.3034 0.1 -0.1 0.1 0.0265
C -5.0509 -2.2882 -2.5707 0.2 -0.3 -1.0 -0.0279
C -5.5560 -2.2466 -1.3603 -0.7 -0.4 0.8 -0.0242
C -5.3623 -1.1913 -0.3694 -0.1 0.1 0.3 -0.2690
C -5.8941 -1.3249 0.9061 0.0 0.1 0.1 0.0042
C -5.7220 -0.2595 1.7733 0.0 0.0 -0.1 -0.1167
N -5.0818 0.8515 1.4174 0.0 -0.1 0.1 0.0929
C -4.6027 0.8674 0.1775 0.0 0.1 0.1 -0.1800
N -4.7132 -0.0852 -0.7329 -0.1 0.3 0.2 0.1524
H -3.2235 0.7102 -5.6386 0.0 0.0 0.0 0.1186
H -1.2377 0.9847 -4.1620 0.0 0.0 0.0 0.1023
H -2.7433 -1.7113 -1.4359 -0.1 0.2 -0.3 0.0818
H -5.0450 -0.8434 -4.9185 0.0 0.0 0.0 0.1291
H -5.3660 -3.0894 -3.2320 0.0 0.0 0.0 0.1232
H -6.2352 -3.0392 -1.0655 0.0 0.0 0.0 0.1198
H -6.4166 -2.2211 1.2106 0.0 0.0 0.0 0.1182
H -6.1102 -0.2957 2.7839 0.0 0.0 0.0 0.1150
H -4.0655 1.7575 -0.1250 0.1 0.1 0.0 0.1128
```
Positions in Å, forces in eV/Å.

Output
- lowest unoccupied orbital energy (eV) = -2.9
- orbital gap (Ha) = 0.265
- HOMO energy (eV) = -10.114
- ΔE to the lowest compared entry with this formula, charge and spin (kcal/mol) = 35.5
- total charge = +1

***

(2)
Molecular formula: C41H62ClNO8P2SbTi
Method: DFT, ωB97M-V/def2-TZVPD

```
117
Properties=species:S:1:pos:R:3:forces:R:3:lowdin_charge:R:1
Ti -1.0349 0.0914 0.3512 -0.7 -1.3 -2.0 0.7619
C -1.1116 -3.8039 2.6901 0.1 0.1 -0.1 -0.0896
C 0.1214 -3.8579 1.7924 0.0 0.3 -0.1 -0.5167
C 1.3537 -3.3907 2.5631 -0.1 -0.1 -0.1 -0.1152
P 0.0481 -2.8496 0.1818 -0.1 -1.6 -0.2 1.1229
C 0.8616 -4.1442 -0.9648 0.1 0.3 -0.1 -0.5134
C 2.1335 -4.8329 -0.4778 -0.2 0.0 0.1 -0.1028
C 1.1484 -3.4687 -2.3005 -0.2 -0.1 0.1 -0.1267
C -1.6860 -3.2207 -0.2886 0.0 0.5 -0.1 -0.3047
C -2.1743 -4.5210 -0.1780 -0.2 -0.1 -0.2 -0.1244
C -3.4955 -4.8357 -0.4202 0.0 -0.1 0.1 -0.0836
C -4.3814 -3.8148 -0.7262 0.0 0.0 0.0 -0.0686
C -3.9251 -2.5258 -0.8511 0.0 0.1 0.1 -0.0323
C -2.5666 -2.1898 -0.6725 -0.3 -1.5 0.1 -0.2865
N -2.1534 -0.8845 -0.8692 -0.4 0.0 -0.4 -0.1357
C -3.0179 -0.1751 -1.7190 -0.8 0.7 -0.6 -0.3335
C -3.2212 -0.5916 -3.0378 0.2 0.2 0.1 -0.0239
C -4.1788 0.0201 -3.8202 0.0 -0.1 0.1 -0.0629
C -4.9601 1.0441 -3.3048 -0.1 0.2 0.1 -0.0768
C -4.7499 1.4932 -2.0135 -0.1 -0.2 0.0 -0.0936
C -3.7789 0.8962 -1.2138 0.4 -0.4 0.1 -0.2813
P -3.1776 1.4795 0.4073 -1.7 0.5 -0.3 1.1243
C -3.2869 3.3220 0.1221 0.3 -0.3 0.0 -0.5036
C -2.6648 4.0159 1.3302 -0.1 -0.1 -0.1 -0.0943
C -2.5831 3.6987 -1.1800 0.0 -0.1 0.0 -0.0874
C -4.5294 1.1719 1.6795 0.4 0.0 -0.2 -0.5040
C -5.8494 1.9062 1.4504 0.3 0.0 0.0 -0.1017
C -4.7639 -0.3341 1.7785 0.3 0.1 0.0 -0.1084
H -1.0038 -4.5402 3.4862 0.0 -0.1 0.1 0.0883
H -2.0325 -4.0200 2.1529 0.0 0.0 0.1 0.0655
H -1.2148 -2.8345 3.1605 -0.1 0.0 0.1 0.0399
H 0.2590 -4.9041 1.4946 0.0 0.1 -0.1 0.0904
H 1.2306 -2.3464 2.8427 0.1 0.1 0.1 0.0585
H 2.2565 -3.4832 1.9626 0.2 0.0 0.0 0.0516
H 1.4816 -3.9747 3.4732 0.0 -0.1 0.1 0.0859
H 0.1122 -4.9230 -1.1313 0.0 0.1 0.1 0.0905
H 2.9598 -4.1385 -0.3925 0.2 0.1 0.0 0.0451
H 2.4188 -5.5872 -1.2110 0.0 -0.1 -0.1 0.0850
H 2.0053 -5.3357 0.4744 0.0 -0.1 0.2 0.0638
H 1.8086 -2.6189 -2.1416 0.1 0.1 0.0 0.0332
H 0.2314 -3.1177 -2.7739 0.0 0.1 -0.1 0.0730
H 1.6430 -4.1603 -2.9827 0.0 0.0 -0.1 0.0863
H -1.5067 -5.3162 0.1232 0.1 0.0 0.0 0.1044
H -3.8464 -5.8524 -0.3420 0.0 -0.1 0.1 0.1009
H -5.4333 -4.0218 -0.8548 -0.1 0.0 -0.1 0.1064
H -4.6290 -1.7367 -1.0697 -0.1 0.0 -0.1 0.1084
H -2.6333 -1.4116 -3.4235 0.1 -0.1 0.0 0.1250
H -4.3450 -0.3167 -4.8316 0.0 0.0 -0.1 0.1059
H -5.7209 1.4983 -3.9207 -0.1 0.1 0.0 0.1029
H -5.3598 2.2959 -1.6223 0.0 0.1 0.0 0.1060
H -4.3483 3.5897 0.0421 0.2 -0.1 0.1 0.0931
H -1.6463 3.6599 1.4778 0.1 0.1 0.1 0.0631
H -3.2244 3.7979 2.2384 0.0 0.1 0.1 0.0743
H -2.6413 5.0938 1.1813 0.0 0.1 0.0 0.0835
H -1.5661 3.3070 -1.2023 -0.1 0.1 -0.1 0.0519
H -2.5289 4.7815 -1.2718 0.0 0.2 0.0 0.0870
H -3.1168 3.3133 -2.0473 0.1 0.1 0.0 0.0642
H -4.0762 1.5218 2.6164 0.0 -0.1 -0.1 0.0995
H -6.2891 1.6305 0.4936 -0.1 0.0 -0.1 0.0704
H -5.7274 2.9862 1.4880 -0.1 0.1 0.0 0.0646
H -6.5503 1.6268 2.2363 -0.1 0.0 0.0 0.0829
H -5.3735 -0.6726 0.9425 0.0 -0.1 -0.1 0.0734
H -5.2816 -0.5719 2.7052 -0.1 -0.1 0.1 0.0879
H -3.8176 -0.8855 1.7709 -0.2 -0.1 0.0 0.0545
O -2.1271 -0.8645 3.7127 -0.6 -0.7 0.3 -0.2645
Cl -1.0627 -0.1229 3.1656 -1.1 0.4 3.2 0.6594
O 0.0412 -0.0652 4.0337 0.9 0.0 0.4 -0.2521
O -1.5176 1.1636 2.8040 -0.1 1.1 -0.3 -0.3309
O -0.6144 -0.8144 1.9519 0.9 -1.4 0.2 -0.5034
O 0.5293 3.1005 -0.9618 0.1 -0.2 1.1 0.0329
C 0.5296 2.6446 0.1864 0.3 1.1 -1.4 -0.6235
O -0.2181 1.6349 0.5049 1.1 2.8 0.4 -0.2973
C 1.4516 3.1417 1.2317 0.1 -0.1 0.4 -0.1549
C 1.6889 2.3659 2.3675 -0.4 0.1 -0.3 -0.0207
C 2.6814 2.6872 3.2808 0.4 0.3 0.1 0.0400
C 3.4328 3.8062 3.0094 -0.1 0.2 -0.4 -0.1892
O 4.5025 4.3091 3.6990 -0.5 -0.5 0.0 0.0447
C 4.8832 5.4847 3.0175 1.0 1.0 0.4 -0.1583
O 4.0676 5.6530 1.8793 -0.3 -0.1 -0.3 0.0380
C 3.1752 4.6120 1.8948 0.0 -0.3 0.4 -0.1899
C 2.1915 4.3124 0.9907 0.0 0.0 0.1 0.0726
H 1.0946 1.4841 2.5530 0.1 0.1 -0.1 0.0819
H 2.8591 2.0742 4.1467 0.1 -0.1 0.2 0.1260
H 5.9414 5.4147 2.7140 -0.3 -0.1 0.0 0.1413
H 4.7650 6.3536 3.6875 -0.1 -0.3 -0.2 0.1409
H 1.9853 4.9233 0.1265 0.1 0.0 -0.1 0.1378
C 3.6217 2.9362 -1.7795 -0.2 -0.1 0.2 -0.1540
C 3.9967 1.8537 -0.7807 -0.4 -0.3 0.2 -0.5070
C 5.3579 1.2794 -1.1321 -0.2 0.0 0.2 -0.1458
Sb 2.3548 0.3260 -0.5591 1.5 -0.5 -1.1 1.6312
C 1.7723 0.4029 -2.7344 0.2 -0.1 0.6 -0.5128
C 2.5907 -0.3773 -3.7523 0.0 0.2 0.2 -0.1328
C 0.2836 0.0968 -2.7922 0.1 0.0 0.2 -0.1769
C 3.6198 -1.4891 -0.1134 -0.6 0.5 -0.2 -0.5615
C 4.1820 -1.2601 1.2832 -0.2 0.1 -0.1 -0.1644
C 4.6675 -2.0182 -1.0768 -0.2 0.1 0.0 -0.1366
H 4.2663 3.8029 -1.6379 0.2 0.1 0.0 0.0810
H 2.5923 3.2610 -1.6528 0.0 0.1 -0.1 0.0384
H 3.7604 2.5787 -2.7975 0.0 0.0 -0.2 0.0725
H 4.0495 2.3030 0.2152 0.0 0.0 0.0 0.0641
H 5.3190 0.6810 -2.0384 0.0 -0.1 -0.1 0.0622
H 5.7507 0.6673 -0.3269 0.1 -0.1 0.0 0.0481
H 6.0570 2.0986 -1.2996 0.2 0.1 0.0 0.0778
H 1.8927 1.4659 -2.9505 0.0 0.0 0.2 0.0619
H 2.5015 -1.4523 -3.6292 0.0 -0.1 0.0 0.0444
H 3.6426 -0.1079 -3.6842 0.1 0.0 -0.1 0.0592
H 2.2477 -0.1304 -4.7580 0.0 0.0 -0.2 0.0770
H 0.0646 -0.9180 -2.4498 -0.1 0.1 -0.1 0.0335
H -0.0893 0.2114 -3.8120 -0.2 0.0 -0.1 0.0868
H -0.2642 0.8046 -2.1489 0.0 -0.1 -0.3 0.0447
H 2.8272 -2.2368 -0.0208 0.0 0.1 0.0 -0.0016
H 4.9153 -0.4573 1.2901 0.1 0.1 0.0 0.0571
H 4.6718 -2.1623 1.6499 0.1 -0.1 0.1 0.0793
H 3.3893 -0.9916 1.9840 0.0 0.0 0.1 0.0555
H 5.5853 -1.4433 -1.0198 0.1 0.1 -0.1 0.0572
H 4.3137 -2.0038 -2.1036 0.0 -0.1 -0.2 0.0550
H 4.9131 -3.0502 -0.8165 0.1 -0.1 0.0 0.0710
```
Positions in Å, forces in eV/Å.

Output
- lowest unoccupied orbital energy (spin up / spin down) (eV) = 0.2 / 0.3
- spin multiplicity = 2
- orbital gap (spin up / spin down) (Ha) = 0.284 / 0.291
- ⟨S²⟩ = 0.7531
- HOMO energy (spin up / spin down) (eV) = -7.524 / -7.646
- ΔE to the lowest compared entry with this formula, charge and spin (kcal/mol) = 46.6

***

In eV/A, the max |F| values for the records above are, in order, 1.51 3.43.